No. 1
{"formula": "C7H12ClP", "method": "the ωB97M-V functional and the def2-TZVPD basis", "relative_energy_kj_mol": 392.80, "spin_multiplicity": 1, "mol_weight_g_mol": 162.6, "homo_energy_ha": [-0.3067, -0.2828], "gap_ev": [8.579, 7.217], "e_lumo_ev": [0.23, -0.48], "elements": ["C", "C", "C", "C", "C", "C", "C", "P", "Cl", "H", "H", "H", "H", "H", "H", "H", "H", "H", "H", "H", "H"], "xyz": [[3.14981, -0.01659, -0.09190], [-2.06771, 0.31543, 0.40313], [-1.65257, -1.09612, 0.22609], [-1.41587, 1.36247, -0.48901], [-0.17401, -1.19298, 0.31291], [0.13866, 1.23653, -0.35355], [0.46250, -0.18270, -0.57992], [3.98840, -1.43970, -0.08989], [3.33534, 1.58051, 0.12870], [-3.10984, 0.38425, 0.49948], [-1.78513, 0.41026, 1.56911], [-2.06229, -1.60337, 1.12892], [-2.04365, -1.61231, -0.67924], [-1.94036, 1.23967, -1.41457], [-1.76348, 2.36861, -0.08326], [0.06355, -1.08011, 1.32618], [0.16157, -2.25089, -0.06767], [0.57872, 1.96692, -1.08587], [0.18138, 1.52654, 0.75073], [0.63150, -0.64405, -1.58085], [5.32349, -1.27236, 0.17049]], "atomic_forces_ev_per_a": [[-0.7, -1.7, -0.2], [1.3, 0.5, 3.5], [-1.6, -1.5, -0.2], [-1.2, 0.8, 2.0], [1.6, -2.4, -2.2], [-1.5, 1.0, -0.3], [1.6, -1.0, -0.4], [-2.3, -1.0, -0.5], [0.4, 1.6, 0.2], [-1.7, 0.3, -0.5], [-0.2, 0.8, -2.3], [0.1, -0.3, -0.9], [0.1, 0.5, 0.4], [0.6, 0.0, -1.2], [0.6, -1.0, -0.6], [0.8, 0.2, 1.5], [-0.4, 1.8, 1.1], [0.1, -0.7, 1.1], [1.0, -0.3, -1.5], [0.0, 1.2, 0.6], [1.2, 1.1, 0.4]]}

=====

No. 2
{"formula": "C58H55Br3N12O24", "method": "the ωB97M-V functional and the def2-TZVPD basis", "charge": -1, "spin_multiplicity": 2, "mol_weight_g_mol": 1543.8, "homo_energy_ha": [-0.0905, -0.2223], "gap_ev": [2.790, 6.377], "e_lumo_ev": [0.33, 0.33], "s_squared": 0.7688, "elements": ["C", "N", "O", "O", "H", "H", "H", "C", "N", "O", "O", "H", "H", "H", "C", "N", "O", "O", "H", "H", "H", "C", "C", "C", "C", "C", "C", "N", "O", "O", "H", "H", "H", "H", "H", "C", "C", "C", "C", "C", "C", "N", "O", "O", "H", "H", "H", "H", "H", "C", "C", "C", "C", "C", "C", "N", "O", "O", "H", "H", "H", "H", "H", "C", "C", "C", "C", "C", "C", "N", "O", "O", "H", "H", "H", "H", "H", "C", "C", "C", "C", "C", "C", "N", "O", "O", "H", "H", "H", "H", "H", "C", "C", "C", "C", "C", "C", "N", "O", "O", "H", "H", "H", "H", "H", "C", "C", "C", "C", "C", "C", "N", "O", "O", "H", "H", "H", "H", "H", "C", "C", "C", "C", "C", "C", "N", "O", "O", "H", "H", "H", "H", "H", "C", "C", "C", "C", "C", "C", "N", "O", "O", "H", "H", "H", "H", "H", "C", "Br", "Br", "Br", "H"], "xyz": [[-1.32579, -0.50670, 6.84586], [-0.83317, -0.57644, 5.43842], [-1.00688, -1.62728, 4.82777], [-0.37692, 0.45544, 4.94808], [-2.17978, -1.13634, 7.09556], [-1.62703, 0.51374, 7.08261], [-0.56581, -0.63390, 7.61680], [3.22557, -0.53586, -2.75395], [3.23536, -1.53899, -3.76092], [3.98863, -2.50646, -3.63398], [2.37772, -1.52157, -4.57062], [3.04799, -1.02797, -1.79771], [2.43541, 0.20190, -2.89342], [4.24039, -0.13826, -2.74193], [-2.33448, -5.72472, 3.02620], [-2.14343, -4.45119, 2.23523], [-3.07961, -4.15421, 1.47762], [-1.12910, -3.82123, 2.51457], [-1.53541, -6.34771, 2.62436], [-3.25062, -6.20360, 2.68056], [-2.21122, -5.50609, 4.08691], [1.07094, -4.84389, -0.53154], [0.44309, -5.65937, -1.45148], [0.13510, -6.94858, -1.11356], [0.50931, -7.44783, 0.16429], [1.18691, -6.57756, 1.01564], [1.47089, -5.27931, 0.71703], [0.25975, -8.83593, 0.50793], [-0.10400, -9.59141, -0.34226], [0.51488, -9.19389, 1.67563], [1.46279, -3.87418, -0.80080], [0.16594, -5.30049, -2.43168], [-0.27377, -7.60935, -1.86364], [1.44365, -6.96863, 1.98906], [1.99677, -4.63162, 1.40286], [3.26126, -4.66266, 4.05097], [2.46958, -3.53718, 3.84641], [2.64621, -2.68111, 2.78354], [3.73234, -2.87818, 1.95218], [4.47775, -4.05760, 2.08588], [4.28556, -4.92136, 3.13262], [4.13894, -1.81506, 0.97743], [5.02030, -2.10064, 0.16228], [3.59202, -0.67419, 1.09125], [3.17344, -5.47919, 4.75237], [1.75742, -3.28863, 4.61937], [2.01324, -1.81919, 2.63236], [5.26528, -4.16819, 1.35515], [4.88386, -5.79623, 3.34005], [-3.21428, 5.01677, 2.92276], [-2.01630, 4.24385, 2.98889], [-1.70366, 3.66196, 4.18390], [-2.43425, 3.82932, 5.38008], [-3.60215, 4.62930, 5.28037], [-4.06338, 5.10241, 4.06633], [-2.01092, 3.20800, 6.64816], [-2.80935, 2.84108, 7.46281], [-0.86865, 2.95809, 6.75451], [-3.57499, 5.41260, 1.98489], [-1.33130, 4.06751, 2.17275], [-0.78399, 3.09610, 4.20412], [-4.27016, 4.77129, 6.11703], [-5.05135, 5.53863, 4.06184], [-0.62107, -2.07194, -7.47954], [-1.09347, -2.90130, -8.50480], [-1.14362, -4.28818, -8.28732], [-0.82191, -4.84038, -7.05264], [-0.40749, -3.98343, -6.04806], [-0.21039, -2.58639, -6.25708], [-0.99657, -6.28789, -6.90784], [-0.34783, -6.83623, -6.03916], [-1.82951, -6.90740, -7.56421], [-0.82867, -1.01563, -7.56625], [-1.30620, -2.49299, -9.48175], [-1.49169, -4.88870, -9.11475], [-0.18222, -4.34544, -5.05579], [0.12656, -1.98131, -5.42838], [2.37592, 3.05386, 3.69694], [2.12348, 4.00063, 2.72927], [1.56866, 5.23898, 3.05005], [1.26651, 5.55250, 4.37899], [1.71326, 4.68840, 5.37180], [2.25018, 3.42174, 5.07680], [0.47506, 6.78381, 4.69835], [0.33866, 7.65347, 3.84112], [0.03550, 6.96316, 5.80848], [2.81302, 2.09176, 3.47399], [2.29423, 3.65811, 1.71936], [1.22751, 5.93704, 2.29990], [1.54924, 4.95983, 6.40420], [2.46116, 2.65607, 5.80868], [0.70910, 7.72519, -3.63502], [-0.32784, 8.17994, -2.86395], [-0.87629, 7.37381, -1.83524], [-0.21897, 6.18195, -1.49200], [0.68050, 5.62349, -2.43426], [1.12408, 6.41431, -3.53954], [-0.51521, 5.43322, -0.32009], [0.21632, 4.56074, 0.08181], [-1.43363, 5.78447, 0.40114], [1.08004, 8.34679, -4.43652], [-0.77708, 9.14457, -3.04853], [-1.67609, 7.80643, -1.25252], [1.10484, 4.63223, -2.37307], [1.94824, 6.13788, -4.18044], [-4.61249, -4.48079, -1.70366], [-4.30569, -3.20994, -1.36926], [-5.21526, -2.40520, -0.69619], [-6.46995, -2.84570, -0.28473], [-6.75592, -4.19353, -0.54418], [-5.89155, -4.97159, -1.29277], [-7.47434, -2.04129, 0.50486], [-7.03836, -1.06381, 1.07958], [-8.61151, -2.38460, 0.46539], [-3.96635, -5.09422, -2.31408], [-3.34564, -2.81635, -1.66894], [-4.91337, -1.39318, -0.47020], [-7.71403, -4.59710, -0.25169], [-6.16895, -6.00271, -1.45480], [0.14273, 0.48163, 1.51191], [0.46963, 1.28272, 0.43448], [0.34765, 0.85282, -0.85533], [-0.04658, -0.51514, -1.08446], [-0.33372, -1.36218, -0.00511], [-0.24189, -0.81734, 1.30446], [-0.24464, -0.99075, -2.52252], [-0.05455, -0.19780, -3.45487], [-0.62702, -2.16163, -2.67965], [0.11541, 0.94865, 2.48532], [0.82805, 2.29366, 0.56067], [0.46803, 1.59123, -1.63421], [-0.59482, -2.38849, -0.21705], [-0.56595, -1.43239, 2.13095], [5.81477, 6.21547, -3.57225], [5.05757, 6.14075, -2.39407], [4.17233, 5.03866, -2.28022], [4.07502, 4.09426, -3.28951], [4.96105, 4.25064, -4.39914], [5.91359, 5.26735, -4.54808], [3.12084, 2.96579, -3.24959], [3.00012, 2.22424, -4.18281], [2.54867, 2.84837, -2.22627], [6.41609, 7.10701, -3.67205], [4.99846, 6.87910, -1.60809], [3.47206, 4.90008, -1.46978], [4.81965, 3.56944, -5.22520], [6.66112, 5.41066, -5.31427], [-3.26817, 1.44622, -1.14724], [-3.49559, 1.16264, 0.84115], [-2.42029, 3.12176, -1.66376], [-5.03368, 1.06028, -1.98166], [-2.58543, 0.68711, -1.52899]], "atomic_forces_ev_per_a": [[-0.4, 1.1, 1.4], [-0.5, 0.3, -0.6], [0.4, 0.7, 0.6], [-0.2, -1.3, 0.7], [0.3, -0.4, -0.8], [-0.1, 0.2, -0.7], [0.5, -0.6, -0.6], [0.6, 1.4, 1.7], [0.4, -3.0, 0.8], [0.5, 0.9, 0.2], [-1.8, 0.6, -2.4], [0.2, -0.1, 0.0], [0.4, -0.1, -0.5], [-0.2, 0.3, 0.2], [0.5, -0.2, -1.4], [-1.4, 0.1, 0.8], [2.2, 0.1, 0.8], [-1.1, -0.2, -1.1], [0.3, -0.1, 0.5], [-0.2, 0.4, 0.5], [-0.2, -0.1, -0.3], [1.2, 1.0, -0.1], [-0.3, 0.4, 0.0], [0.3, -1.6, 0.9], [0.0, 2.0, -1.7], [-0.5, -1.9, 1.7], [-0.4, 0.0, -0.8], [1.2, -0.2, 2.3], [-0.6, -0.5, -1.0], [-0.4, 0.7, -1.2], [-0.5, 0.3, -0.4], [0.1, 0.1, 0.0], [-0.3, -0.1, 0.1], [0.2, -0.1, 0.1], [-0.1, -0.2, -0.1], [0.8, -0.2, -1.5], [-0.4, -0.7, 1.4], [0.5, 1.0, -0.2], [-0.1, -0.6, 0.3], [1.1, 1.3, -1.1], [-0.8, 0.1, 0.6], [-0.3, 1.5, -0.3], [-1.4, 0.6, 1.1], [1.4, -3.2, -0.4], [-0.6, 0.6, 0.8], [-0.5, 0.0, -0.3], [0.0, 0.1, 0.2], [0.2, -0.3, 0.1], [0.2, 0.0, -0.6], [-0.4, -1.1, 0.6], [-1.8, 1.1, 0.2], [1.0, -0.6, 1.9], [-1.4, 1.7, -1.7], [0.1, -1.5, 0.8], [1.9, 0.0, -1.0], [-1.4, 0.2, -1.9], [-2.2, 0.1, 1.1], [4.0, -0.3, 0.1], [0.3, 0.1, -0.1], [-0.3, 0.4, -0.4], [0.1, -0.3, 0.3], [0.2, -0.1, 0.4], [0.1, 0.3, -0.3], [-0.9, 0.1, 0.1], [0.9, -1.0, 0.9], [-0.3, 0.9, -0.9], [-0.4, 1.2, -1.2], [1.1, 0.7, 0.7], [-1.1, -1.9, -0.4], [-0.7, -1.0, 1.0], [0.5, 0.3, 0.2], [0.5, 1.2, -0.3], [0.7, 0.3, -0.2], [-0.3, 0.0, 0.0], [0.0, -0.4, 0.2], [0.0, -0.3, 0.0], [-0.1, 0.1, -0.1], [0.6, 0.9, 2.4], [-0.2, -0.3, -0.2], [-0.9, 0.4, 0.2], [0.7, -0.8, -0.8], [-0.4, -0.7, 1.0], [-0.7, 0.5, -2.1], [0.5, 1.6, -0.8], [0.5, -1.3, -0.3], [0.0, -1.1, 1.0], [-0.2, -0.1, -0.3], [-0.2, 0.7, -0.3], [0.1, -0.1, -0.3], [-0.1, 0.0, 0.1], [0.1, 0.4, 0.4], [-0.1, 0.3, -1.2], [-1.3, -0.9, 1.5], [0.7, 1.6, -0.6], [-0.2, -1.8, 0.0], [1.1, 1.1, -1.8], [0.0, -0.5, 2.2], [-0.3, 3.2, -3.1], [3.8, -4.0, 0.6], [-3.5, 1.8, 1.7], [0.2, 0.1, -0.1], [0.0, 0.1, 0.0], [0.0, -0.4, 0.3], [-0.3, 0.0, 0.6], [-0.1, -0.7, -0.1], [-2.3, -1.6, 0.1], [0.3, 0.9, -0.1], [-0.5, 1.3, 1.0], [0.8, -1.5, -0.2], [-0.6, 0.4, -0.4], [1.2, 0.1, 0.3], [2.8, 0.6, -1.0], [-0.1, 0.0, 0.1], [-1.6, -0.7, 0.1], [0.1, -0.1, 0.1], [0.1, 0.3, 0.1], [-0.1, 0.1, 0.1], [0.0, 0.0, 0.1], [0.0, -0.1, -0.2], [0.0, 0.3, 0.0], [0.5, 0.6, 0.0], [-0.7, -1.8, -0.9], [0.1, 1.4, 0.0], [0.6, 1.0, -0.3], [-0.6, -1.1, -0.9], [-0.2, 0.0, -0.1], [-0.3, -1.2, 1.7], [0.6, 1.4, 0.2], [0.1, -0.3, 0.3], [-0.3, 0.2, 0.2], [0.2, -0.4, -0.3], [-0.2, 0.0, 0.3], [0.1, -0.1, 0.1], [0.9, 2.1, 2.0], [-1.4, -2.0, -1.0], [-0.3, 0.1, 0.3], [2.5, 1.5, -2.0], [-0.6, -1.2, -0.7], [-1.8, -0.8, 1.2], [1.7, 1.3, -0.7], [0.2, -0.4, -1.5], [-1.6, -0.5, 2.7], [0.3, 0.2, 0.0], [0.4, 0.2, -0.3], [0.1, 0.3, 0.4], [0.1, -0.4, 0.1], [-0.4, -0.5, -0.4], [-0.3, -0.2, 0.4], [0.4, 0.4, -1.5], [-0.7, -0.6, 0.5], [0.9, 0.5, 0.2], [-0.3, 0.0, 0.4]]}

=====

No. 3
{"formula": "C5H7O3S", "method": "the ωB97M-V functional and the def2-TZVPD basis", "relative_energy_kj_mol": 227.21, "charge": -1, "spin_multiplicity": 1, "mol_weight_g_mol": 147.2, "homo_energy_ha": -0.1086, "gap_ev": 6.494, "e_lumo_ev": 3.54, "elements": ["C", "C", "C", "C", "C", "O", "O", "O", "S", "H", "H", "H", "H", "H", "H", "H"], "xyz": [[-0.56715, 1.18428, 0.05664], [-0.33995, -1.17219, -0.49374], [-2.56996, -0.24174, -0.09254], [0.30265, 0.19604, -0.34181], [2.83267, 0.50981, 0.59066], [-0.34589, 2.36119, 0.22539], [-1.85808, 0.70952, 0.58835], [-1.72850, -1.00022, -0.93695], [1.89353, 0.57048, -0.97163], [0.09051, -1.74703, -1.19086], [-0.50629, -1.66454, 0.45736], [-3.40559, -0.00116, -0.87592], [-2.93493, -1.05189, 0.54243], [3.81972, 1.07623, 0.34372], [3.03739, -0.66171, 0.80798], [2.27986, 0.93293, 1.29091]], "atomic_forces_ev_per_a": [[0.3, 0.1, 0.9], [-2.8, 3.6, 2.7], [0.5, -2.1, -2.1], [-0.4, -1.6, -1.0], [4.4, -3.8, -4.1], [-0.4, 1.2, 0.1], [-0.4, 0.6, -0.1], [0.7, -0.3, -1.8], [-0.7, -0.1, 0.4], [1.7, -2.3, -2.4], [0.6, -0.6, 0.5], [1.1, 0.7, 1.7], [-0.7, 0.7, 1.2], [-1.5, -1.1, 0.9], [-0.2, 2.8, -0.1], [-2.3, 2.0, 3.3]]}

=====

Number 1: energy -29259.1363 eV. Number 2: energy -338152.0688 eV. Number 3: energy -22275.1564 eV.